Entry from the OMol25 dataset: a molecular structure, C26H46BF3N4O6SSr (wB97M-V/def2-TZVPD).

Calculated values
LUMO = -9.78 eV
Charge = +2
HOMO-LUMO gap = 1.47 eV
E = -66435.8432 eV

The geometry in XYZ format:
```
88
Properties=species:S:1:pos:R:3:forces:R:3
C -4.611839 -2.369354 -4.408181 0.330 -0.306 0.374
C -3.358775 -3.009244 -5.011086 -0.005 0.368 0.230
C -2.169676 -2.072089 -4.863381 -0.348 0.032 -0.214
O -1.678082 -2.037877 -3.521374 0.074 -0.272 0.123
C -0.332197 -2.391642 -3.414795 -0.420 0.517 0.163
C 0.322260 -1.856144 -2.114178 0.518 -0.547 -0.654
C 1.774679 -1.523114 -2.529925 -0.646 0.579 0.427
O 2.341579 -2.751629 -3.193900 -0.448 -0.062 0.108
C 3.588387 -2.941749 -3.020318 -0.395 -0.118 -0.257
F 4.400661 -1.967705 -3.163184 0.712 0.824 -0.066
F 3.988929 -3.928495 -4.041875 0.134 -0.442 -0.423
F 3.919873 -3.628755 -1.906323 0.204 -0.599 0.565
N 0.470444 -2.829958 -0.999995 0.133 0.362 0.236
C 0.424695 -1.992680 0.186142 -0.897 -0.006 -0.953
O 1.263536 -2.017875 1.022574 0.888 -0.236 0.951
C -0.790253 -1.154280 -0.032759 0.250 0.067 -0.004
C -1.045956 -0.080298 1.041619 0.072 -0.505 -0.120
C -1.783457 -0.548935 2.293587 -0.064 0.706 0.504
C -1.700106 0.533622 3.400059 0.299 -0.022 -0.392
C -0.818446 0.133091 4.581388 -0.126 0.313 0.011
O 0.367355 -0.491937 4.130839 -0.008 -0.050 -0.114
C 0.512783 -1.861038 4.441695 0.134 -0.055 -0.148
B -1.920662 -2.309061 0.077753 -0.509 0.514 -0.349
O -1.725562 -3.254420 1.082563 0.242 -0.096 -0.352
N -3.130099 -2.371118 -0.748734 0.068 -0.555 0.543
C -3.299884 -3.792106 -1.124263 -0.072 0.104 0.158
C -4.306779 -1.949847 0.064097 0.094 0.245 -0.221
C -0.423243 -0.628399 -1.481567 -0.198 0.102 1.041
C 0.469582 0.628818 -1.539565 -0.406 0.274 -0.138
C -0.175459 1.974334 -1.135548 0.473 0.079 0.201
C 0.470110 2.629427 0.099602 0.130 -0.036 -0.154
C 1.630609 3.588571 -0.230790 0.103 -0.103 0.514
C 1.604826 4.880721 0.604603 0.179 -0.157 -0.527
C 3.003869 5.472530 0.847093 -0.457 0.202 0.136
C 3.590784 5.146092 2.211497 0.271 -0.105 -0.293
S 2.484670 5.733943 3.521133 -0.216 0.003 0.052
C 3.655588 6.032258 4.766231 0.413 0.152 -0.125
N 4.879243 6.444761 4.670069 -0.500 -0.298 0.026
N 5.352664 6.535256 5.974535 -0.536 -0.148 0.381
C 4.368061 6.195204 6.735320 0.644 0.182 -0.365
O 3.253052 5.844874 6.045040 0.246 0.169 0.122
H -4.341969 -1.904835 -3.459344 -0.043 0.121 0.076
H -5.371935 -3.112249 -4.176490 -0.160 0.007 -0.215
H -5.019509 -1.609607 -5.067785 -0.110 0.056 -0.048
H -3.129886 -3.948037 -4.505109 0.022 -0.135 -0.098
H -3.506693 -3.195630 -6.074095 -0.008 -0.197 -0.053
H -2.513266 -1.065715 -5.111450 0.150 0.151 -0.028
H -1.368345 -2.329968 -5.559730 0.089 -0.082 0.021
H -0.196322 -3.478188 -3.489836 0.083 -0.077 -0.002
H 0.190464 -1.895192 -4.240184 0.211 -0.238 -0.167
H 2.376861 -1.316384 -1.648544 0.166 -0.006 -0.009
H 1.860882 -0.726648 -3.254494 0.091 -0.047 -0.185
H 1.380318 -3.280397 -0.973382 -0.107 -0.194 -0.241
H -0.086990 0.309075 1.365248 0.104 0.160 -0.017
H -1.633952 0.709693 0.583455 0.064 0.192 0.074
H -2.839785 -0.687743 2.068506 -0.007 -0.352 -0.073
H -1.352672 -1.466891 2.672427 -0.106 -0.223 -0.070
H -2.692607 0.821750 3.740004 -0.057 -0.036 0.187
H -1.261426 1.436941 2.969749 -0.036 0.075 -0.082
H -1.366728 -0.490820 5.289206 0.044 -0.222 -0.015
H -0.525389 1.039235 5.113242 -0.032 0.011 0.145
H 1.190570 -1.996135 5.285450 -0.037 -0.014 0.162
H -0.443354 -2.337175 4.660766 -0.091 0.000 0.108
H 0.940648 -2.366139 3.575327 0.051 0.040 -0.052
H -1.217790 -4.015374 0.791629 -0.016 -0.143 0.240
H -3.672225 -4.400768 -0.295798 0.003 -0.039 0.084
H -4.002920 -3.884861 -1.943917 -0.116 0.071 -0.240
H -2.347173 -4.222661 -1.438459 0.057 0.045 -0.180
H -4.134210 -2.026006 1.139656 -0.013 -0.099 0.060
H -5.155882 -2.592705 -0.151753 -0.063 -0.002 -0.179
H -4.588614 -0.925509 -0.168192 0.006 0.098 -0.008
H -1.360123 -0.395987 -1.978660 0.064 -0.282 -0.409
H 0.747389 0.739838 -2.588352 0.077 0.017 -0.078
H 1.401151 0.512808 -0.980798 0.032 -0.118 0.160
H -0.012019 2.669737 -1.956626 -0.257 0.037 -0.152
H -1.248286 1.872631 -1.011674 -0.133 -0.064 -0.052
H -0.283028 3.142642 0.696472 -0.116 0.143 -0.110
H 0.875360 1.860326 0.753712 -0.086 -0.047 0.108
H 2.576846 3.088274 -0.007064 0.049 -0.119 -0.114
H 1.650184 3.820083 -1.295301 0.000 0.132 -0.082
H 1.101324 4.661337 1.544468 -0.020 0.102 0.157
H 1.001524 5.616836 0.075485 -0.191 0.033 0.105
H 2.948547 6.556541 0.755255 0.102 0.066 -0.020
H 3.683264 5.114874 0.074239 0.133 0.020 -0.054
H 4.549215 5.642690 2.331194 0.033 0.029 0.095
H 3.739776 4.073589 2.333782 -0.017 -0.073 0.052
H 4.366099 6.171310 7.809062 -0.168 -0.059 0.059
Sr 4.224915 -6.202347 -3.566990 -0.002 0.185 0.137
```
Positions in Å, forces in eV/Å.



Entry from the OMol25 dataset: a molecular structure, C26H46CeOP2 (wB97M-V/def2-TZVPD).

Calculated values
LUMO (alpha / beta) = -2.92 / -2.92 eV
Expectation value of S² = 0.7532
Charge = +1
2S+1 = 2
HOMO-LUMO gap (alpha / beta) = 6.55 / 6.59 eV
E = -61248.8665 eV

The geometry in XYZ format:
```
76
Properties=species:S:1:pos:R:3:forces:R:3
Ce 0.028808 -0.153277 2.187391 -3.090 8.669 -4.011
C -0.658836 -2.229412 2.916411 2.162 -0.761 2.422
C 0.749221 -2.369506 2.489245 -0.891 -0.018 3.344
C 0.665534 -0.732921 4.245847 -0.715 -5.277 1.513
C -0.719613 -1.213656 3.987976 3.131 -3.523 2.313
C 1.571738 -1.464782 3.328529 -2.091 -1.342 1.508
C -1.806008 -3.031609 2.431211 -0.148 -0.057 0.103
H -1.574044 -3.502970 1.479389 -0.123 -0.079 -0.050
H -2.711961 -2.428950 2.324855 -0.065 -0.120 -0.046
H -1.999668 -3.818363 3.166954 -0.222 -0.020 -0.190
C -1.928809 -0.725305 4.678455 -0.250 0.181 0.078
H -2.831019 -0.946819 4.106315 -0.058 0.027 0.110
H -1.880724 0.352305 4.850129 -0.143 -0.125 0.099
H -1.988096 -1.235241 5.644115 -0.236 0.132 0.002
C 1.038567 0.292381 5.242222 0.026 0.303 -0.006
H 1.084819 -0.187361 6.224555 0.064 0.202 0.005
H 0.298652 1.095953 5.283216 0.156 -0.063 0.117
H 2.013264 0.728961 5.019587 0.019 0.033 0.110
C 3.049349 -1.384152 3.328398 0.163 -0.117 0.239
H 3.409390 -2.026863 4.136593 0.332 0.102 -0.100
H 3.403913 -0.368335 3.511857 0.148 -0.037 -0.003
H 3.459003 -1.748508 2.388726 0.153 0.015 -0.007
C 1.273842 -3.360393 1.517077 0.083 0.045 0.004
H 1.642599 -4.223842 2.079327 0.056 -0.040 -0.255
H 2.099156 -2.951791 0.928841 0.016 -0.117 -0.047
H 0.491216 -3.695505 0.839815 0.052 -0.105 -0.076
C -2.046425 0.766024 -5.096668 -0.327 -0.401 0.352
C -1.935640 -0.566326 -5.164740 -0.330 0.292 0.187
C -0.948529 -1.414678 -5.910792 0.362 -0.122 -0.088
C 0.359951 -0.727981 -6.371832 -0.166 -0.374 -0.432
C 1.157421 -0.153457 -5.237465 0.289 0.167 0.512
C 1.028193 1.036919 -4.638059 0.311 -0.422 -0.012
C 0.074794 2.158680 -4.920358 -0.339 0.206 -0.089
C -1.191279 1.815546 -5.743023 0.193 0.560 -0.146
H -1.437773 -1.870438 -6.787746 0.075 0.134 0.225
H 0.137044 0.021008 -7.139512 0.133 -0.231 0.211
H -0.680275 -2.261459 -5.256449 -0.061 0.175 -0.168
H -0.909228 1.546540 -6.766623 -0.140 0.099 0.291
H -2.861734 1.161235 -4.471053 0.308 -0.212 -0.261
H -2.683402 -1.150829 -4.613451 0.189 0.224 -0.160
H -1.784213 2.746592 -5.825886 0.257 -0.426 -0.005
H -0.246896 2.571619 -3.948426 0.057 -0.054 -0.226
H 1.730661 1.254251 -3.822980 -0.140 -0.097 -0.248
H 0.610072 2.982838 -5.422231 -0.097 -0.224 0.137
H 0.972238 -1.502441 -6.871904 -0.254 0.373 0.198
H 1.937404 -0.822996 -4.843053 -0.301 0.327 -0.133
P -1.064141 -0.172636 -0.068753 -0.244 -0.145 -2.294
P 1.758162 1.190084 0.935649 0.718 0.215 -1.373
C -0.152720 1.038612 -1.103036 -0.315 -0.273 -0.356
C 0.720283 2.021377 -0.332990 0.426 0.472 0.500
H -0.922716 1.546924 -1.689566 0.270 0.171 -0.217
H 0.452697 0.430960 -1.785327 -0.106 0.121 -0.072
H 1.439198 2.538752 -0.975053 -0.260 0.123 -0.280
H 0.107647 2.763998 0.200330 0.185 -0.233 -0.226
C 2.455970 2.418017 1.957771 1.014 1.425 0.295
H 3.147985 1.999467 2.701893 -0.137 0.088 -0.320
H 1.702374 3.023586 2.476113 0.088 -0.193 -0.231
H 2.993627 3.039075 1.240424 0.394 0.598 0.492
C 3.027052 0.333839 0.085317 1.509 -0.030 -0.992
H 3.435274 1.038204 -0.643457 0.460 -0.333 -0.248
H 2.681248 -0.573849 -0.430650 -0.033 0.352 0.152
H 3.813984 0.042825 0.793634 -0.152 0.074 -0.210
C -2.724578 0.388338 0.107249 -1.249 0.349 -0.427
H -3.330487 -0.240169 0.779166 0.256 0.105 -0.322
H -3.101420 0.334835 -0.913788 -0.690 0.100 0.004
H -2.762906 1.424515 0.458132 0.129 -0.241 -0.077
C -1.085828 -1.669896 -0.974816 -0.474 -0.947 -1.532
H -0.102070 -2.155854 -1.022940 -0.231 0.244 0.017
H -1.410519 -1.393694 -1.981156 -0.018 -0.577 -0.321
H -1.804063 -2.374161 -0.539367 0.117 0.154 -0.110
C -1.459034 2.819993 3.985784 -0.192 0.427 0.100
C -1.121793 2.122444 2.680833 0.241 -0.477 2.143
O -1.476200 2.730301 1.687069 -0.142 0.294 -1.449
H -1.181108 2.315342 4.907810 0.103 -0.141 -0.073
H -2.542651 2.965963 4.005993 0.005 0.257 0.038
H -0.955976 3.792098 3.972924 -0.216 0.113 0.065
```
Positions in Å, forces in eV/Å.



Entry from the OMol25 dataset: a molecular structure, C26H46CrF4N2O23S2 (wB97M-V/def2-TZVPD).

Calculated values
LUMO (alpha / beta) = -0.08 / -0.08 eV
Expectation value of S² = 6.0053
Charge = 0
2S+1 = 5
HOMO-LUMO gap (alpha / beta) = 9.22 / 10.38 eV
E = -138742.3059 eV

The geometry in XYZ format:
```
104
Properties=species:S:1:pos:R:3:forces:R:3
Cr -0.834261 -0.648754 2.386518 0.505 -0.936 -1.039
N -0.949816 0.548723 4.001097 0.519 2.872 1.764
S -1.515457 0.468902 5.511445 -2.475 -2.691 0.972
O -2.388874 1.531452 5.864194 0.540 0.630 -0.112
O -0.607901 -0.055587 6.460937 0.373 0.006 0.027
F -2.556410 -0.725339 5.272173 0.543 -0.053 -0.321
S -0.244580 2.092626 4.130316 1.266 0.603 -3.228
O 0.747538 2.177524 5.129614 -0.071 -0.363 0.882
O -1.103789 3.182389 3.861283 -0.659 -0.240 0.273
F 0.587784 1.972562 2.790612 0.010 -0.318 0.204
N 0.099371 0.857962 0.268574 0.207 -0.242 0.159
O 0.877153 -0.026282 0.756379 -0.513 0.907 -0.734
O -1.026880 0.977267 0.855824 0.264 -0.021 -0.459
O 0.391504 1.558272 -0.708289 -0.183 -0.809 1.012
C 3.584838 4.287291 -0.596362 0.088 -0.238 0.205
C 3.420954 3.071752 0.299579 -0.498 -0.005 -0.825
O 3.161470 3.655354 1.540672 0.133 -0.529 -0.103
C 3.728238 4.899713 1.547619 -0.099 -0.256 -0.724
O 3.757261 5.607206 2.479805 0.171 0.622 1.074
O 4.193552 5.204777 0.321114 0.265 0.105 -0.436
F 4.588341 2.318729 0.372233 -0.362 0.383 -0.012
H 2.638202 4.736468 -0.891662 -0.235 -0.381 0.032
H 4.135815 4.065522 -1.506441 0.532 0.305 0.250
H 2.623616 2.416440 -0.054111 -0.039 -0.069 0.513
C 0.130970 3.726222 -2.965625 -0.213 -1.524 0.055
C -0.154250 4.635029 -4.135398 -0.041 0.668 1.315
O 1.027193 4.621593 -4.869995 -0.656 -0.096 -0.278
C 2.028818 4.131012 -4.096425 -0.716 -0.472 0.581
O 3.151587 4.088579 -4.416901 1.661 0.153 -0.559
O 1.564976 3.634758 -2.931672 -0.589 0.741 0.097
F -0.315175 5.940323 -3.646025 -0.112 -0.435 -0.345
H -0.213865 2.700502 -3.119926 -0.205 0.165 -0.384
H -0.345386 4.009892 -2.031397 0.528 0.554 0.139
H -1.068092 4.358872 -4.651935 0.319 0.108 -0.574
O -0.948933 -2.242821 0.785703 -0.074 0.594 1.224
C -0.792036 -2.886621 -0.226707 0.156 0.648 -0.726
O -0.309669 -4.102513 -0.232206 0.415 -0.448 0.010
C 0.166283 -4.598373 1.055218 0.012 -0.358 0.014
C 0.820505 -5.943008 0.861368 -0.117 -0.305 -0.843
C -1.124490 -2.323902 -1.590809 -0.089 -1.197 0.457
H -0.710101 -4.722312 1.691464 0.105 0.324 0.153
H 0.874330 -3.874396 1.453788 -0.257 0.135 0.163
H 1.787629 -5.895623 0.361714 0.091 0.280 0.139
H 0.195780 -6.560517 0.207932 -0.085 -0.046 0.242
H 0.936908 -6.456418 1.812600 0.004 0.069 0.080
H -0.817161 -3.044921 -2.344565 0.168 0.232 -0.164
H -0.644849 -1.357942 -1.700339 -0.125 0.146 -0.075
H -2.212705 -2.271779 -1.634659 0.014 0.433 -0.108
O 3.418900 -3.372424 -0.782914 0.206 -0.201 -0.198
C 3.373928 -2.841567 -1.867212 -1.068 -0.064 0.369
O 3.184684 -3.513980 -3.014559 0.527 0.641 -0.311
C 2.950493 -4.902087 -2.976472 -0.830 -1.234 0.091
C 2.715997 -5.407401 -4.375508 0.607 -0.033 -0.972
C 3.351413 -1.360919 -2.095855 0.413 -0.027 -0.116
H 2.044613 -5.090762 -2.401906 -0.038 0.085 0.347
H 3.746244 -5.490409 -2.520795 0.267 0.423 0.204
H 1.921535 -4.881877 -4.905914 -0.036 0.073 0.178
H 2.501861 -6.476123 -4.420806 -0.210 0.028 0.437
H 3.625533 -5.316789 -4.979077 -0.057 0.263 0.056
H 3.681234 -0.844700 -1.202111 0.372 0.034 -0.063
H 2.347331 -0.988643 -2.267284 -0.331 -0.272 -0.190
H 3.943133 -1.149094 -2.987136 0.040 0.307 0.190
O -2.510131 2.391462 -4.478297 2.045 0.084 -0.275
C -3.694598 2.351076 -4.550888 -1.061 -0.073 -0.207
O -4.466031 2.475096 -3.476513 -0.336 0.235 0.252
C -3.794568 2.823770 -2.254327 -0.336 -0.139 0.614
C -3.339879 1.618930 -1.468876 0.013 -0.298 0.493
C -4.508141 2.217035 -5.802694 0.168 -0.201 0.317
H -4.567458 3.348236 -1.694197 0.060 0.053 0.036
H -2.962794 3.506838 -2.414863 -0.067 0.001 -0.332
H -2.506389 1.070818 -1.908345 0.003 0.179 -0.187
H -4.157544 0.915448 -1.293587 -0.092 0.106 -0.193
H -3.016279 1.945642 -0.476467 0.117 0.031 -0.119
H -4.557009 3.207244 -6.253816 -0.303 0.001 -0.014
H -5.478345 1.835709 -5.500020 -0.221 0.175 -0.408
H -4.022632 1.554841 -6.512148 0.065 -0.074 0.032
O 1.070662 -1.599643 3.236993 -0.467 -0.483 -1.048
C 2.097717 -1.688929 3.887037 0.348 0.948 0.507
O 3.277088 -2.084247 3.470886 0.574 -0.671 -0.125
C 3.693911 -2.340001 2.094946 -0.947 0.209 -0.261
C 4.391075 -1.098912 1.598900 0.047 0.020 -0.484
C 2.172851 -1.215588 5.301752 -0.090 0.266 0.449
H 2.823335 -2.618878 1.505363 -0.068 0.280 -0.072
H 4.348618 -3.208713 2.060429 0.052 0.058 0.604
H 4.907630 -1.318307 0.662727 0.111 -0.125 0.119
H 5.121849 -0.761006 2.332373 0.003 0.044 -0.036
H 3.698719 -0.292044 1.361658 -0.133 0.030 0.284
H 1.519216 -0.353152 5.412144 -0.130 -0.152 0.059
H 3.171990 -0.905465 5.593196 0.132 -0.201 -0.188
H 1.843015 -1.990513 5.994445 -0.122 -0.010 -0.069
O -3.027559 -0.689441 2.074965 0.908 -0.193 0.383
C -4.041515 -0.530277 1.427152 -0.100 -0.292 0.296
O -4.822682 0.497086 1.590421 -0.703 0.343 -0.315
C -4.475951 1.472600 2.604095 0.655 -0.055 0.186
C -5.009957 1.107299 3.966286 -0.134 0.373 0.036
C -4.552346 -1.547534 0.463572 -0.615 0.678 -0.524
H -4.864966 2.412671 2.228167 -0.166 0.013 0.024
H -3.389388 1.552390 2.654300 -0.024 0.010 -0.144
H -4.738736 0.104091 4.287392 0.101 -0.043 -0.168
H -6.091326 1.224091 4.024996 -0.017 -0.020 0.001
H -4.527746 1.802304 4.656191 -0.211 -0.069 0.147
H -3.722952 -2.156243 0.135031 -0.128 -0.439 0.116
H -5.038545 -1.068930 -0.390053 0.316 0.151 -0.036
H -5.395026 -2.070689 0.918870 0.415 -0.425 0.242
```
Positions in Å, forces in eV/Å.